No. 1
{"formula": "C27H35F4Si", "method": "the ωB97M-V functional and the def2-TZVPD basis", "species": ["C", "C", "Si", "C", "C", "C", "C", "C", "C", "C", "C", "C", "C", "H", "H", "H", "H", "H", "H", "H", "H", "H", "H", "H", "H", "H", "H", "H", "H", "H", "H", "H", "H", "H", "H", "H", "H", "H", "H", "F", "C", "C", "C", "F", "C", "C", "C", "C", "C", "C", "C", "C", "F", "C", "C", "F", "C", "C", "H", "H", "H", "H", "H", "H", "H", "H", "H"], "coordinates": [[3.617, -3.191, -1.085], [2.897, -2.564, -2.280], [2.300, -0.804, -2.037], [3.708, 0.296, -1.458], [4.889, 0.418, -2.420], [1.567, -0.168, -3.641], [1.745, -1.051, -4.878], [1.041, -0.780, -0.608], [-0.324, -0.287, -1.010], [-0.507, 1.198, -1.185], [-1.359, -1.140, -1.208], [-2.733, -0.637, -1.534], [-1.112, -2.617, -1.363], [4.090, -4.133, -1.390], [4.406, -2.541, -0.686], [2.922, -3.425, -0.269], [3.554, -2.552, -3.163], [2.020, -3.168, -2.561], [3.266, 1.286, -1.262], [4.041, -0.095, -0.484], [5.645, 1.091, -1.996], [5.376, -0.549, -2.599], [4.586, 0.833, -3.389], [0.497, 0.017, -3.467], [2.024, 0.822, -3.801], [1.445, -0.488, -5.772], [2.786, -1.370, -5.015], [1.114, -1.948, -4.826], [1.029, -1.796, -0.184], [1.495, -0.116, 0.146], [0.307, 1.762, -0.713], [-0.540, 1.484, -2.251], [-1.449, 1.538, -0.732], [-3.357, -1.469, -1.879], [-3.232, -0.202, -0.657], [-2.733, 0.126, -2.326], [-2.046, -3.129, -1.621], [-0.390, -2.839, -2.172], [-0.727, -3.078, -0.443], [-1.842, 5.844, 4.027], [-0.847, 5.065, 3.478], [0.405, 5.651, 3.277], [1.399, 4.823, 2.748], [2.654, 5.355, 2.554], [1.180, 3.500, 2.404], [-0.114, 2.935, 2.587], [-0.355, 1.579, 2.205], [-1.614, 0.996, 2.089], [-1.800, -0.364, 1.804], [-3.008, -1.037, 2.186], [-2.979, -2.381, 2.649], [-4.002, -2.808, 3.480], [-3.869, -4.017, 4.128], [-5.151, -2.051, 3.724], [-5.262, -0.846, 3.028], [-6.448, -0.152, 3.117], [-4.235, -0.322, 2.255], [-1.137, 3.747, 3.153], [0.598, 6.689, 3.524], [1.972, 2.885, 1.978], [0.523, 0.952, 2.021], [-2.498, 1.619, 2.267], [-0.918, -0.978, 1.606], [-2.107, -3.002, 2.440], [-5.930, -2.398, 4.394], [-4.345, 0.644, 1.762], [-2.130, 3.339, 3.335]], "mulliken_charge": [-1.346, -0.191, -0.646, -0.298, -1.377, -0.021, -1.437, 0.045, 0.608, -2.089, 1.583, -1.564, -1.629, 0.400, 0.287, 0.296, 0.332, 0.325, 0.325, 0.388, 0.395, 0.314, 0.300, 0.218, 0.468, 0.413, 0.304, 0.301, 0.372, 0.070, 0.113, 0.446, 0.575, 0.441, 0.169, 0.341, 0.502, 0.129, 0.292, -0.292, 0.383, -0.689, 0.399, -0.287, -0.899, 0.778, -0.140, 0.005, -0.367, 0.824, -0.599, 0.118, -0.281, -0.554, 0.056, -0.287, -0.318, -0.831, 0.492, 0.505, 0.480, -0.054, 0.288, 0.494, 0.492, 0.590, 0.539], "total_charge": 1, "energy_ev": -47306.670, "lumo_ev": -6.13}

No. 2
{"formula": "C3H12N4O", "method": "the ωB97M-V functional and the def2-TZVPD basis", "species": ["C", "C", "C", "N", "N", "N", "N", "O", "H", "H", "H", "H", "H", "H", "H", "H", "H", "H", "H", "H"], "coordinates": [[0.397, -0.340, -0.563], [-0.250, -0.119, 0.690], [-2.230, 1.137, -0.917], [1.756, -1.029, 0.633], [1.918, -2.398, 0.851], [0.890, 0.687, -1.314], [-0.104, 1.090, 1.350], [-1.871, -0.091, -0.396], [2.026, -0.478, 1.443], [0.144, -1.245, -1.094], [-0.584, -0.983, 1.248], [2.082, -2.869, -0.033], [1.115, -2.835, 1.304], [1.279, 1.476, -0.820], [1.424, 0.426, -2.128], [-0.645, 1.146, 2.201], [-0.297, 1.896, 0.766], [-2.308, 1.937, -0.146], [-1.521, 1.508, -1.683], [-3.221, 1.083, -1.394]], "mulliken_charge": [-0.028, 0.092, -0.603, -0.482, -0.557, -0.384, -0.549, -0.634, 0.292, 0.352, 0.394, 0.247, 0.201, 0.216, 0.237, 0.264, 0.243, 0.163, 0.247, 0.288], "e_above_lowest_kcal_mol": 126.2, "total_charge": 0, "energy_ev": -11308.935, "lumo_ev": 0.82}

No. 3
{"formula": "C13H16IN", "method": "the ωB97M-V functional and the def2-TZVPD basis", "species": ["C", "C", "C", "C", "C", "C", "C", "C", "C", "C", "C", "C", "C", "N", "I", "H", "H", "H", "H", "H", "H", "H", "H", "H", "H", "H", "H", "H", "H", "H", "H"], "coordinates": [[-2.186, -1.180, -0.239], [-1.126, -2.039, -0.156], [-0.890, 0.671, 0.553], [0.245, -0.095, 0.517], [-2.160, 0.148, 0.130], [0.106, -1.525, 0.310], [5.939, -1.764, -0.997], [5.491, -0.847, -0.128], [1.647, 0.136, 0.748], [2.335, -1.236, 0.833], [-3.133, 1.900, -1.395], [-3.348, 2.099, 1.108], [-3.295, 1.112, -0.078], [1.334, -2.067, 0.372], [6.097, 1.061, 0.117], [-3.150, -1.567, -0.620], [-1.274, -3.129, -0.472], [-0.830, 1.660, 0.787], [6.661, -1.570, -1.758], [5.352, -2.683, -0.950], [2.064, 0.626, -0.044], [1.909, 0.858, 1.576], [4.540, -1.187, 0.391], [-3.766, 2.776, -1.285], [-3.669, 1.291, -2.171], [-2.072, 1.932, -1.429], [-4.426, 2.492, 1.113], [-2.843, 3.075, 0.983], [-2.994, 1.611, 1.954], [-4.124, 0.450, -0.119], [1.567, -3.009, 0.349]], "mulliken_charge": [-0.786, -0.843, -0.556, 0.701, 0.297, 0.321, -0.691, -0.058, -0.855, -0.774, -1.208, -1.732, 0.313, -0.008, 0.079, 0.308, 0.238, 0.589, 0.322, 0.239, 0.330, 0.419, 0.298, 0.357, 0.260, 0.423, 0.391, 0.367, 0.503, 0.604, 0.148], "e_above_lowest_kcal_mol": 6.0, "total_charge": 0, "energy_ev": -23327.109, "lumo_ev": 0.59}

Result set for orbital gap: 4.873 7.984 8.999 eV, one per record in the order listed.